Formula: C20H21ClN4O5S
Source: the Open Molecules 2025 dataset
Level of theory: ωB97M-V/def2-TZVPD

**Multiplicity**: 1
**SMILES string**: CCOc1ccc(C(=O)NC(=S)Nc2ccc(N3CCOCC3)c(Cl)c2)cc1[N+](=O)[O-]
**Energy relative to the best compared isomer or geometry (same formula, charge and spin)**: 237.02 kJ/mol
**Energy**: -2228.248741 Ha

Each line ends with the Löwdin charge.
CARTESIAN COORDINATES (ANGSTROEM)
C  -2.11415  -2.25497  -1.65933  -0.05
C  -0.76587  -1.59420  -1.89045  -0.22
O  0.16372  -2.24240  -1.03736  -0.03
C  1.38896  -1.75126  -0.87996  -0.20
C  1.91334  -0.66190  -1.58712  0.03
C  3.14667  -0.13692  -1.27050  0.00
C  3.91682  -0.67970  -0.24119  -0.15
C  5.20826  -0.03474  0.15371  -0.42
O  6.27833  -0.58665  0.15024  0.12
N  5.08712  1.29825  0.50803  0.09
C  3.90527  2.02482  0.62265  -0.85
S  3.83486  3.55471  0.04004  0.72
N  2.92298  1.36579  1.28792  0.08
C  1.54055  1.37926  1.09330  -0.24
C  0.86343  2.32317  0.33185  -0.03
C  -0.49731  2.20315  0.13502  0.00
C  -1.24645  1.14946  0.66859  -0.26
N  -2.60487  0.99273  0.41883  -0.12
C  -3.19828  1.70613  -0.69538  -0.15
C  -4.51335  1.00743  -1.06196  -0.19
O  -5.40366  0.96912  0.02481  -0.12
C  -4.82107  0.29886  1.11892  -0.19
C  -3.52216  0.97955  1.54879  -0.16
C  -0.53624  0.19568  1.41749  -0.55
Cl  -1.30470  -1.23904  2.01536  0.77
C  0.81797  0.32155  1.64487  -0.05
C  3.45279  -1.80570  0.41706  0.06
C  2.20718  -2.33362  0.10881  -0.07
N  1.74734  -3.46194  0.88089  -0.35
O  0.99144  -4.24877  0.36596  0.12
O  2.17171  -3.54060  2.01639  0.07
H  -2.02410  -3.32767  -1.80434  0.09
H  -2.84590  -1.85743  -2.35665  0.07
H  -2.44380  -2.06984  -0.64111  0.05
H  -0.81334  -0.52521  -1.64413  0.11
H  -0.45161  -1.71157  -2.93578  0.13
H  1.34243  -0.21263  -2.38257  0.12
H  3.51512  0.71385  -1.82413  0.13
H  5.94898  1.83255  0.49190  0.14
H  3.23554  0.54723  1.79913  0.15
H  1.39445  3.15366  -0.10149  0.04
H  -0.99659  2.96345  -0.44336  0.11
H  -2.52568  1.67163  -1.55395  0.12
H  -3.41322  2.75578  -0.44066  0.13
H  -5.02389  1.55066  -1.85894  0.13
H  -4.29257  -0.01652  -1.39953  0.11
H  -5.55618  0.32831  1.92415  0.13
H  -4.61261  -0.74764  0.85076  0.13
H  -3.08274  0.44892  2.38966  0.08
H  -3.74721  2.01211  1.86065  0.14
H  1.32277  -0.43352  2.22956  0.11
H  4.03950  -2.27336  1.19452  0.14